--- P ---
Below is a 2-piece molecular cluster, C6H12 overall, with properties calculated with wB97M-V/def2-TZVPD.

Output
* charge: 0
* LUMO energy: 0.099 eV

Each line ends with the Löwdin charge.
CARTESIAN COORDINATES (ANGSTROEM)
C (0.90, 0.33, 1.55)  -0.13
C (-0.17, 1.22, 0.94)  -0.27
C (-1.32, 0.40, 0.34)  -0.22
C (-0.95, -0.25, -0.97)  -0.19
C (-0.60, -1.55, -1.10)  -0.06
C (1.64, -0.77, -1.46)  0.12
H (1.23, -0.45, 0.85)  0.02
H (0.53, -0.18, 2.44)  0.08
H (1.79, 0.91, 1.84)  0.08
H (-0.57, 1.89, 1.71)  0.10
H (0.25, 1.85, 0.15)  0.10
H (-2.19, 1.05, 0.17)  0.11
H (-1.64, -0.36, 1.06)  0.11
H (-1.03, 0.37, -1.86)  0.11
H (-0.63, -2.21, -0.23)  0.08
H (-0.49, -2.03, -2.06)  0.07
H (1.36, -0.37, -2.45)  -0.06
H (1.89, 0.16, -0.91)  -0.06


--- Q ---
Below is one molecule with the formula C6H12, with properties calculated with wB97M-V/def2-TZVPD.

Output
* charge: 0
* SMILES: CC[C@H]1C[C@H]1C
* LUMO energy: 1.223 eV

Each line ends with the Löwdin charge.
CARTESIAN COORDINATES (ANGSTROEM)
C (-2.24, -0.38, -0.17)  -0.10
C (-0.96, -0.72, 0.61)  -0.23
C (-0.07, 0.46, 0.78)  -0.33
C (1.37, 0.45, 1.17)  -0.08
C (0.95, 0.84, -0.25)  -0.28
C (1.53, -0.04, -1.37)  -0.07
H (-2.83, 0.40, 0.32)  0.07
H (-2.03, -0.04, -1.20)  0.08
H (-2.87, -1.28, -0.24)  0.07
H (-0.39, -1.49, 0.07)  0.10
H (-1.22, -1.10, 1.60)  0.11
H (-0.56, 1.36, 1.12)  0.14
H (1.78, -0.56, 1.22)  0.11
H (1.77, 1.13, 1.92)  0.10
H (0.72, 1.85, -0.54)  0.12
H (2.62, 0.04, -1.55)  0.08
H (1.06, 0.19, -2.33)  0.07
H (1.37, -1.11, -1.16)  0.06


Stability check: which of them is least stable? P.


--- P ---
Below is a 2-piece molecular cluster, CH2N4O2 overall, with properties calculated with wB97M-V/def2-TZVPD.

Output
* charge: 0
* LUMO energy (spin up / spin down): -1.945 / -1.051 eV

Each line ends with the Löwdin charge.
CARTESIAN COORDINATES (ANGSTROEM)
C (-0.68, 1.74, 0.01)  -0.39
N (-0.62, 2.78, -0.50)  0.14
N (-1.14, -0.48, 0.14)  0.03
N (-0.72, 0.64, 0.69)  -0.01
N (1.68, -0.67, -0.10)  -0.19
O (2.78, -0.52, 0.30)  0.13
O (0.99, -1.60, -0.40)  0.06
H (-1.22, -0.60, -0.86)  0.12
H (-1.08, -1.31, 0.71)  0.11


--- Q ---
Below is one molecule with the formula CH2N4O2, with properties calculated with wB97M-V/def2-TZVPD.

Output
* charge: 0
* SMILES: N#CN(N)[N+](=O)[O-]
* LUMO energy: -0.388 eV

Each line ends with the Löwdin charge.
CARTESIAN COORDINATES (ANGSTROEM)
N (1.85, 1.90, -0.74)  0.18
C (1.21, 1.03, -0.31)  -0.27
N (0.23, 0.22, 0.06)  -0.01
N (-1.13, 0.13, -0.81)  0.10
N (0.34, -1.01, 0.85)  -0.38
O (1.38, -1.11, 1.44)  0.11
O (-0.60, -1.75, 0.92)  0.09
H (-1.44, 1.05, -1.18)  0.09
H (-1.83, -0.45, -0.24)  0.10


Stability check: which of them is least stable? Q.


--- P ---
Below is a 2-piece molecular cluster, CH4FNO overall, with properties calculated with wB97M-V/def2-TZVPD.

Output
* charge: 0
* LUMO energy (spin up / spin down): 0.668 / 0.385 eV

Each line ends with the Löwdin charge.
CARTESIAN COORDINATES (ANGSTROEM)
C (0.79, 0.11, 0.19)  -0.29
N (-1.50, 0.09, -0.38)  -0.05
O (1.14, -1.11, 0.51)  0.11
F (1.50, 0.74, -0.71)  0.10
H (0.49, 0.77, 1.08)  0.15
H (-1.90, 0.30, 0.52)  -0.08
H (-1.87, 0.82, -1.03)  -0.04
H (1.35, -1.72, -0.17)  0.11


--- Q ---
Below is a 2-piece molecular cluster, CH4FNO overall, with properties calculated with wB97M-V/def2-TZVPD.

Output
* charge: 0
* LUMO energy: 0.430 eV

Each line ends with the Löwdin charge.
CARTESIAN COORDINATES (ANGSTROEM)
C (0.18, 0.57, -0.89)  -0.12
N (-0.41, -0.59, 0.93)  -0.09
O (0.19, -0.65, -0.27)  -0.21
F (0.43, -0.11, 1.98)  -0.12
H (-0.56, 1.15, -0.23)  0.12
H (-0.21, 0.50, -1.84)  0.06
H (1.16, 1.07, -0.88)  0.10
H (-0.77, -1.92, 1.22)  0.27


Stability check: which of them is least stable? Q.


--- P ---
Below is one molecule with the formula C7H13NO3, with properties calculated with wB97M-V/def2-TZVPD.

Output
* charge: 0
* LUMO energy (spin up / spin down): -0.209 / -0.569 eV

Each line ends with the Löwdin charge.
CARTESIAN COORDINATES (ANGSTROEM)
C (-0.23, -0.80, 0.59)  -0.03
C (0.95, 0.69, -0.89)  -0.19
C (2.94, -0.75, -1.32)  -0.12
C (-1.88, -0.18, 2.38)  -0.10
C (-2.60, -0.12, -0.01)  -0.05
C (2.42, 0.45, -0.60)  -0.17
C (-1.72, -0.86, 1.06)  -0.36
N (0.50, 1.76, -1.74)  -0.38
O (-0.71, 1.84, -1.82)  0.05
O (1.26, 2.54, -2.27)  0.07
O (-0.02, 0.07, -0.30)  0.05
H (0.64, -1.31, 1.16)  0.16
H (3.07, -0.85, -2.47)  0.11
H (2.27, -1.51, -0.97)  0.05
H (3.99, -0.97, -1.00)  0.09
H (-1.73, 0.97, 2.21)  0.12
H (-1.13, -0.39, 3.17)  0.08
H (-2.82, -0.38, 2.91)  0.08
H (-3.51, -0.01, 0.43)  0.04
H (-2.66, -0.65, -1.04)  0.13
H (-2.26, 0.85, -0.24)  0.05
H (2.93, 1.39, -0.74)  0.11
H (2.48, -0.01, 0.41)  0.11
H (-2.18, -1.76, 1.10)  0.09


--- Q ---
Below is C7H13NO3 as an isolated structure, with properties calculated with wB97M-V/def2-TZVPD.

Output
* charge: 0
* LUMO energy: 0.672 eV

Each line ends with the Löwdin charge.
CARTESIAN COORDINATES (ANGSTROEM)
C (3.81, 0.92, 0.09)  -0.04
C (1.78, -0.44, 0.03)  -0.46
C (0.32, -0.33, -0.38)  -0.21
C (-0.36, 0.90, 0.16)  -0.12
C (-1.87, 0.76, -0.28)  -0.37
C (-2.50, -0.68, 0.20)  -0.15
C (-1.55, -1.78, -0.28)  -0.29
H (3.94, 1.97, -0.07)  0.06
H (4.22, 0.43, -0.89)  0.12
H (3.86, 0.33, 1.21)  0.17
H (0.05, -0.51, -1.17)  0.00
H (0.25, 1.97, -0.07)  0.15
H (-0.09, 1.06, 1.54)  0.23
H (-2.05, 0.76, -1.44)  0.16
H (-2.07, 2.57, -0.22)  0.15
H (-3.82, -0.64, -0.10)  0.20
H (-2.47, -0.52, 1.51)  0.18
H (-2.04, -2.54, 0.38)  0.13
H (-1.65, -1.84, -1.24)  0.06
H (0.53, -2.18, 0.20)  0.12
N (-0.30, -1.58, 0.32)  0.01
O (2.38, 0.83, -0.20)  -0.16
O (2.37, -1.35, 0.35)  0.20
O (-2.72, 1.88, 0.34)  -0.16


Stability check: which of them is least stable? Q.